A 9-piece molecular cluster, C26H54O17S5 overall at a distorted geometry, computed with the ωB97M-V functional and the def2-TZVPD basis.

Properties
Kohn-Sham gap (alpha / beta)	7.17 / 2.43	eV
net charge	+1
LUMO level (alpha / beta)	-3.285 / -8.028	eV
highest occupied orbital energy (alpha / beta)	-10.456 / -10.455	eV
spin multiplicity	2
DFT total energy	-116807.1666	eV

```
102
Properties=species:S:1:pos:R:3:forces:R:3
C 14.887412 2.291332 -3.492269 -0.8 -0.2 -0.4
C 16.154741 2.196396 -2.716422 -1.3 2.3 0.9
C 16.076893 1.877740 -1.210775 -0.7 -1.3 -1.7
O 17.000673 0.794217 -1.182877 0.7 -0.6 1.9
C 17.503336 0.494852 -2.394330 4.9 -3.0 2.0
O 18.445857 -0.264219 -2.635436 -2.7 1.1 1.1
O 17.007022 1.249136 -3.262393 -1.5 2.2 -3.9
H 14.446596 1.314499 -3.691217 0.1 -0.1 -0.1
H 15.091176 2.792103 -4.438736 -0.1 -0.2 -0.1
H 14.128818 2.868140 -2.963180 0.1 0.2 0.2
H 16.560317 3.207457 -2.753153 0.8 -0.1 -0.4
H 15.108803 1.453770 -0.944026 -0.1 0.2 0.2
H 16.286242 2.761086 -0.607472 0.6 -0.5 0.3
C 18.456016 1.956857 -9.053924 -0.8 0.4 0.0
C 16.917151 1.819905 -9.334795 1.5 -2.2 0.2
C 16.419948 0.339770 -9.555831 1.1 1.6 -1.2
O 15.264330 0.235409 -8.749846 -0.5 0.4 0.6
C 15.189836 1.313588 -7.925502 -3.0 -0.6 2.6
O 14.286102 1.478138 -7.052467 3.5 -0.5 -3.4
O 16.202358 2.128162 -8.159269 -0.4 1.6 1.3
H 19.146131 1.680265 -9.851010 -0.6 0.2 -0.6
H 18.826512 1.342557 -8.233272 -0.7 -0.1 0.3
H 18.636383 2.997334 -8.783793 0.2 0.0 -0.1
H 16.542748 2.450795 -10.140956 0.3 0.2 0.0
H 17.182867 -0.402427 -9.320916 -0.3 0.0 0.3
H 16.188437 0.329600 -10.620916 -0.4 -0.8 0.1
C 12.536685 4.201244 -5.009936 -0.7 -0.2 0.7
C 11.243479 4.529833 -5.717153 0.8 1.0 -1.9
C 10.040062 3.742949 -5.420955 -0.6 -1.9 1.5
O 8.976644 4.655493 -5.139157 0.7 1.4 -0.3
C 9.566162 5.902403 -5.002318 -2.8 0.7 0.1
O 8.926574 6.923204 -4.771055 1.4 -2.0 -0.5
O 10.842841 5.809035 -5.252543 0.9 2.0 0.5
H 12.291890 4.369127 -3.961137 0.2 -0.1 0.3
H 13.344648 4.902770 -5.217681 0.0 -0.2 -0.4
H 12.848907 3.160688 -5.098637 0.1 0.1 -0.4
H 11.300995 4.647281 -6.799284 0.6 -0.1 -0.2
H 10.309210 3.250974 -4.486280 -0.8 -0.8 0.0
H 9.714069 3.049004 -6.195723 0.1 0.0 0.3
C 6.142052 4.151398 -3.499621 -0.1 -0.4 -1.1
C 5.379075 3.639529 -4.787313 0.8 0.0 1.5
C 6.167929 2.858035 -5.834250 1.6 0.9 1.0
O 5.383520 1.752262 -6.158652 -0.1 -0.8 -1.3
C 4.292904 1.671622 -5.379830 -3.0 -0.3 -0.6
O 3.332449 0.912287 -5.539700 3.4 2.0 0.8
O 4.329919 2.712177 -4.515846 -0.8 -0.4 0.9
H 6.668972 5.069003 -3.761251 -0.3 0.3 -0.1
H 6.975093 3.557801 -3.123088 -0.5 -0.7 0.0
H 5.436308 4.360816 -2.695764 0.0 -0.1 -0.1
H 4.920819 4.539911 -5.196479 -0.3 -0.1 -0.3
H 7.143226 2.502625 -5.501698 -0.1 -0.2 0.5
H 6.438658 3.563228 -6.620055 -0.5 -0.4 -1.0
C 5.973120 7.899731 -9.008386 -0.8 -0.8 0.1
S 6.161123 6.097587 -8.545119 2.3 2.0 -1.0
O 6.436575 5.465166 -9.887936 -0.6 -0.5 -0.1
C 7.832755 6.306708 -7.861341 0.0 0.0 1.3
H 5.862000 8.466558 -8.084008 0.1 0.0 -0.1
H 5.073630 7.974941 -9.619417 0.1 0.0 0.0
H 6.875725 8.124672 -9.576538 -0.1 0.0 0.2
H 8.331999 5.350963 -7.701948 -0.3 0.0 0.0
H 7.653163 6.846803 -6.931756 -0.1 -0.5 0.6
H 8.504630 7.008057 -8.356125 -0.5 -0.3 -1.1
C 9.905097 6.081373 -0.586548 -0.1 -0.5 -0.6
S 9.375800 4.611044 -1.609052 -1.9 0.3 1.8
O 8.150667 3.985826 -0.917676 1.8 0.8 -1.1
C 10.767979 3.532250 -1.333245 0.5 0.2 0.0
H 9.995016 5.957993 0.492707 -0.3 -0.6 -0.1
H 9.138871 6.827163 -0.798193 0.2 0.1 0.0
H 10.893139 6.362276 -0.951182 -0.1 0.2 -0.3
H 11.619289 4.167851 -1.089577 0.1 -0.2 0.2
H 11.003369 3.050842 -2.282432 -0.2 -0.3 0.1
H 10.505298 2.827135 -0.544638 0.1 0.0 -0.1
C 11.691606 -0.125631 -4.078019 -0.2 0.5 0.3
S 10.126569 -0.344050 -5.029455 0.5 0.1 -0.6
O 9.084032 0.642592 -4.594540 0.9 0.0 -0.2
C 10.770589 0.251354 -6.674628 -0.7 0.2 0.4
H 12.502535 -0.736960 -4.473969 -0.3 -0.2 -0.2
H 11.509731 -0.394227 -3.037408 -0.3 -0.3 -0.1
H 12.044687 0.903887 -4.018755 -0.2 0.2 -0.5
H 11.585763 -0.344285 -7.085485 0.1 0.0 0.4
H 11.014026 1.311369 -6.602449 0.4 -0.1 0.2
H 9.932028 0.206850 -7.369570 -0.2 -0.3 0.1
C 15.699890 7.048624 -1.825922 -1.1 0.5 0.8
S 14.407238 6.066728 -2.708706 0.5 0.1 -0.1
O 13.272624 5.693732 -1.785396 0.8 0.8 -0.6
C 13.861312 7.505641 -3.743323 -0.9 -0.2 0.4
H 16.319786 7.530952 -2.581688 0.2 -0.3 0.2
H 16.197825 6.581098 -0.976466 0.5 -1.1 -0.9
H 15.226743 7.803667 -1.198106 -0.7 0.6 -0.7
H 13.367629 8.117212 -2.988091 0.3 0.5 -0.2
H 13.082391 7.264394 -4.466633 -0.2 -0.8 0.3
H 14.581829 8.014359 -4.383754 0.6 0.0 0.8
C 13.026593 6.748875 -8.163386 0.1 -0.7 -0.9
S 12.259838 5.673159 -9.511934 0.1 -0.8 1.3
O 10.895979 5.238177 -9.034745 0.2 0.6 0.0
C 13.302173 4.155375 -9.151917 0.0 1.0 -0.2
H 12.440608 7.616263 -7.859467 -0.6 -0.5 -0.1
H 13.928696 7.184958 -8.592499 0.3 -0.3 0.0
H 13.255822 6.049313 -7.359532 0.0 0.4 0.2
H 14.266319 4.301425 -9.638935 0.1 0.0 0.1
H 12.822097 3.263771 -9.555226 -0.2 0.3 -0.1
H 13.436142 4.038430 -8.076521 -0.1 0.0 0.0
```
Forces are in eV/Å.